The following is a DFT calculation (wB97M-V/def2-TZVPD) of one molecule with the formula C10H9NO2S in a non-equilibrium geometry.

For the HOMO energy, the calculation gives -9.37 eV. As for the net charge: 0. For the energy above the lowest of the compared OMol25 structures with the same formula, charge and spin, the calculation gives 38.67 kcal per mole. The largest force on an atom is 4.71 eV/Å. As for the LUMO energy: -0.021 eV.

Positions of all 23 atoms, in Å:
C 1.7552 -3.0582 -0.0606
C 1.2057 -2.6960 1.1460
C 1.9324 -2.1226 -1.0069
C 0.8365 -1.3416 1.3203
C 1.5673 -0.6795 -0.8836
C 1.0400 -0.3473 0.3329
C -2.3460 2.4971 -1.1412
C -3.0727 1.5995 -0.5176
C -0.9438 2.4103 -0.7750
C 0.6991 1.1323 0.5360
N -0.6696 1.4036 0.0952
O -0.1295 3.1798 -1.2279
O -2.5438 0.6256 1.8704
S -2.0742 0.3637 0.4987
H 1.9460 -4.0904 -0.2724
H 0.9627 -3.3504 2.0352
H 2.3451 -2.3185 -1.9341
H 0.5119 -1.1112 2.3240
H 1.7718 -0.0515 -1.7513
H -2.7915 3.1980 -1.8052
H -4.1337 1.5602 -0.4255
H 0.7742 1.3951 1.5937
H 1.3570 1.8021 0.0490